1.
Density functional theory data (the ωB97M-V functional and the def2-TZVPD basis) for 2 unconnected molecules or ions with the total composition C11H12NO2 at a distorted geometry.

Geometry as XYZ:
```
26
Properties=species:S:1:pos:R:3:forces:R:3:lowdin_charge:R:1
C 0.35590 2.75608 -2.04606 0.5 1.4 1.6 -0.066
C -0.16248 1.60806 0.24842 0.4 -1.6 0.6 -0.051
C 0.73642 -0.40829 -0.08239 0.6 1.0 -0.4 -0.215
C 0.38422 1.66084 -1.01017 -0.1 0.5 -0.8 -0.242
C 0.97405 0.38696 -1.25190 0.0 -0.5 1.2 -0.166
C 1.25589 -1.70161 0.02168 -0.3 -0.3 1.1 -0.046
C 1.83183 -2.26651 -1.06935 1.2 0.7 -2.8 -0.124
C 1.73836 -0.14000 -2.29001 0.0 0.1 0.1 -0.065
C 2.06587 -1.48764 -2.26367 -0.7 0.5 0.5 -0.119
N 0.14194 0.39373 0.83987 -1.2 -0.3 0.1 0.067
H -0.38637 0.08917 1.79989 0.9 0.0 -0.6 0.068
H -0.84207 2.15277 0.88232 0.1 0.9 -0.5 0.118
H 1.21968 -2.21625 0.97706 -0.1 0.0 -0.1 0.109
H 0.88323 2.53117 -2.96506 -0.4 -0.4 -0.3 0.053
H 0.89830 3.64569 -1.65449 0.0 -0.4 -0.1 0.072
H 2.35008 -3.21063 -1.18275 -0.5 -0.4 0.9 0.082
H 2.12815 0.59949 -2.98821 -0.2 -0.6 -0.6 0.096
H 2.39095 -1.93926 -3.19295 0.6 -0.2 0.3 0.076
H -0.64037 3.17514 -2.17482 -0.2 -0.4 -0.6 0.063
C -2.82374 -1.16251 2.33792 0.5 0.3 -0.2 -0.035
C -2.05463 -0.30957 3.37888 -0.6 -0.8 -0.3 -0.721
O -0.82207 -0.14146 3.09627 -0.2 0.5 0.6 -0.090
O -2.67733 0.05504 4.37706 0.3 0.3 0.1 -0.039
H -3.64693 -1.69151 2.80691 -0.1 0.0 0.0 0.055
H -2.10533 -1.84633 1.88627 -0.2 -0.2 0.0 0.057
H -3.19353 -0.53257 1.51930 -0.1 0.0 0.2 0.065
```
Positions in Å, forces in eV/Å.

The calculation puts the HOMO-LUMO gap at 0.288 Ha. Its total charge is -1. The spin multiplicity is 1. The calculation puts the total energy at -17188.6312 eV.

***

2.
Density functional theory data (the ωB97M-V functional and the def2-TZVPD basis) for 12 unconnected molecules or ions with the total composition C48H72O36 at a distorted geometry.

Geometry as XYZ:
```
156
Properties=species:S:1:pos:R:3:forces:R:3:lowdin_charge:R:1
C -1.38731 -13.53173 26.91589 0.6 0.2 -0.9 -0.007
C -0.35750 -12.53958 26.36506 -1.2 1.7 0.7 -0.359
C 0.34896 -11.75398 27.47354 -0.7 -0.4 -0.4 -0.084
O 1.68813 -11.60815 27.03218 0.8 0.0 -0.6 0.074
C 1.89503 -12.50338 26.05087 3.3 -2.1 -1.5 -0.504
O 2.97916 -12.90267 25.57092 -3.6 2.1 1.8 0.096
O 0.72266 -13.02766 25.66304 1.2 -2.0 -1.1 0.089
H -1.79787 -14.05893 26.05472 -0.1 -0.4 0.3 0.088
H -2.21263 -13.00116 27.39069 0.1 0.2 0.0 0.090
H -0.94223 -14.20163 27.65159 0.0 -0.2 -0.2 0.088
H -0.83288 -11.86935 25.64889 -0.5 0.2 0.2 0.151
H 0.38069 -12.45394 28.30850 -0.2 0.8 0.7 0.136
H -0.12231 -10.77362 27.54354 0.2 -0.2 0.9 0.145
C -0.34865 -3.68462 21.75925 0.0 0.0 -0.9 -0.021
C 0.34132 -2.52106 21.02988 3.3 -3.0 1.0 -0.338
C 1.66709 -3.04046 20.31463 0.0 0.6 1.4 -0.083
O 1.26919 -3.12695 18.96552 0.6 -0.8 -0.2 0.085
C 0.14082 -2.47196 18.76855 -1.9 0.8 -3.0 -0.493
O -0.37108 -2.31094 17.64761 1.4 -0.3 4.0 0.110
O -0.34223 -2.00692 19.97172 -1.4 1.1 -2.0 0.091
H 0.04196 -3.61446 22.77443 -0.9 -0.3 0.2 0.084
H -0.12158 -4.68499 21.39077 0.4 0.1 -0.3 0.082
H -1.41871 -3.60944 21.56587 -0.2 0.3 1.0 0.090
H 0.66687 -1.89055 21.85727 -0.5 1.2 -0.8 0.144
H 2.04995 -3.95996 20.75738 -0.6 -0.5 -0.5 0.126
H 2.53893 -2.39082 20.39171 -0.3 0.6 -0.2 0.125
C -4.73560 -4.75473 14.25212 0.5 -1.8 -0.3 -0.006
C -4.15925 -6.13210 14.85905 -1.9 2.8 -0.3 -0.263
C -3.05733 -5.89361 15.84057 -1.0 0.1 1.7 -0.043
O -3.45761 -6.81387 16.98063 1.1 0.2 -1.4 0.064
C -4.67840 -7.32329 16.67303 0.8 -2.8 2.2 -0.634
O -5.21348 -8.27090 17.20337 0.7 1.1 0.5 0.127
O -5.19663 -6.74622 15.66208 -0.9 1.7 -3.4 0.103
H -5.06034 -3.96884 14.93406 0.4 -0.4 0.5 0.083
H -5.60534 -4.98267 13.63591 0.0 -0.2 -0.1 0.072
H -3.97058 -4.36068 13.58312 0.0 0.1 0.0 0.076
H -3.85943 -6.79081 14.04400 -0.3 -0.2 0.1 0.152
H -3.12635 -4.91066 16.30655 0.1 0.1 -0.2 0.131
H -2.09689 -5.98614 15.33354 0.3 -0.8 0.9 0.137
C -7.44797 -11.71001 32.50066 -0.8 1.1 0.8 -0.032
C -7.52124 -13.04424 33.21500 0.9 0.7 -1.7 -0.352
C -7.33198 -12.90637 34.70997 0.7 -0.5 -0.8 -0.087
O -8.34720 -13.76784 35.28057 0.9 0.8 -1.1 0.070
C -9.20173 -14.12781 34.26564 -2.3 -0.4 1.8 -0.506
O -10.24949 -14.69330 34.53837 2.4 1.0 -1.4 0.130
O -8.78211 -13.66576 33.06867 -0.8 -0.6 0.4 0.101
H -7.72994 -11.69519 31.44786 -0.1 -0.3 0.1 0.091
H -6.48148 -11.21593 32.60023 0.4 -0.5 -0.1 0.091
H -8.07728 -11.03060 33.07551 -0.5 0.2 -0.4 0.083
H -6.77000 -13.61174 32.66572 0.0 -0.9 0.6 0.151
H -7.39633 -11.84123 34.93236 -0.6 -0.2 0.8 0.126
H -6.30227 -13.21632 34.88807 -0.3 -0.3 0.9 0.136
C -10.58949 -16.36830 27.24778 0.8 1.4 1.5 -0.014
C -9.15215 -16.63281 26.84474 -1.1 -0.1 -2.0 -0.354
C -8.28685 -15.48695 26.34065 -2.3 0.0 -1.1 -0.143
O -7.02665 -15.73709 26.86827 0.3 -0.5 2.1 0.068
C -7.25898 -16.52420 28.01802 4.4 0.5 2.9 -0.458
O -6.46208 -16.65182 28.98786 -3.1 0.6 -4.3 0.094
O -8.42398 -17.10836 27.92649 -0.2 -1.0 1.3 0.115
H -11.23176 -15.97914 26.45775 -0.1 -1.0 -0.2 0.095
H -10.61556 -15.54536 27.96206 0.4 0.6 0.1 0.081
H -10.90293 -17.13875 27.95224 -0.6 -0.6 -1.0 0.094
H -9.17093 -17.33925 26.01487 0.1 -0.8 0.4 0.150
H -8.82297 -14.58857 26.64656 0.9 0.7 0.3 0.133
H -8.31924 -15.53067 25.25201 0.6 0.3 0.0 0.140
C -10.23284 -10.96553 18.17212 0.4 -0.8 -1.4 -0.017
C -10.28787 -9.86448 19.15207 -0.1 -0.5 0.2 -0.295
C -10.46494 -8.44951 18.69195 2.4 -1.1 -2.6 -0.107
O -11.56147 -8.09131 19.37129 0.4 10.0 -2.2 0.167
C -12.10596 -8.96144 20.02873 -7.9 1.7 5.1 -0.788
O -13.12282 -8.87544 20.71084 0.9 0.5 -0.8 0.120
O -11.49843 -9.97487 19.86404 4.0 -11.0 1.0 0.174
H -11.11814 -11.09888 17.55038 -0.3 0.6 0.1 0.097
H -10.10181 -11.95814 18.60300 0.4 0.2 0.3 0.092
H -9.42560 -10.74778 17.47279 0.3 -0.3 0.0 0.096
H -9.42663 -9.86866 19.82016 -0.2 -0.5 0.4 0.161
H -10.69706 -8.37644 17.62947 0.3 0.1 -0.2 0.149
H -9.51204 -7.97618 18.92866 -0.6 1.1 0.0 0.149
C -6.03618 -9.14570 25.71815 -0.2 -0.6 -0.9 -0.025
C -4.86864 -9.52074 24.82284 -0.1 1.4 0.2 -0.313
C -4.77506 -8.79553 23.46423 -0.4 0.8 1.0 -0.048
O -3.39587 -8.33566 23.48836 -0.4 -0.1 -2.1 0.084
C -2.85484 -8.39706 24.68157 0.0 0.2 2.3 -0.552
O -1.79139 -7.94458 25.03634 -1.3 -0.8 -0.8 0.131
O -3.76309 -8.97766 25.56020 1.7 -0.2 -1.1 0.037
H -6.17129 -8.07360 25.86108 0.3 0.1 -0.5 0.089
H -5.83879 -9.53356 26.71750 -0.5 -0.5 -0.2 0.088
H -6.89693 -9.55381 25.18839 -0.6 -0.1 0.8 0.091
H -4.75974 -10.58592 24.61879 0.1 -0.2 0.6 0.153
H -5.43592 -7.93103 23.40091 0.2 0.5 0.5 0.127
H -5.11900 -9.32939 22.57834 1.2 -0.6 0.0 0.137
C 7.08837 -5.69464 24.59835 -0.3 1.0 0.5 -0.014
C 6.08516 -6.84940 24.84593 0.8 1.9 2.3 -0.367
C 4.63478 -6.60817 24.52319 0.3 -0.3 -0.4 -0.089
O 4.70441 -6.69483 23.08622 1.3 -1.0 -1.2 0.020
C 5.73136 -7.64007 22.81875 0.6 0.0 -1.5 -0.449
O 6.06028 -8.12708 21.74836 -1.6 1.4 2.8 0.141
O 6.40754 -7.86583 23.99076 -0.1 -1.7 -2.2 0.071
H 8.10774 -6.06063 24.47555 -0.3 -0.4 -0.5 0.091
H 7.23145 -5.00875 25.43332 -0.5 -0.2 0.6 0.076
H 6.79642 -4.99051 23.81922 0.1 -0.5 -0.6 0.086
H 6.25938 -7.12598 25.88576 -0.3 -0.6 -0.1 0.156
H 4.27466 -5.67027 24.94600 -0.2 0.1 -0.7 0.140
H 3.98046 -7.45414 24.73367 0.1 0.1 1.0 0.139
C -6.46480 -0.39427 25.23963 -1.9 0.0 0.1 -0.021
C -5.78171 -1.58194 24.62340 1.5 0.3 1.5 -0.319
C -6.28363 -3.03093 24.74922 -1.4 0.6 1.9 -0.104
O -6.37271 -3.48663 23.45172 0.6 -0.7 -0.5 0.090
C -5.94183 -2.55108 22.63233 -0.7 -0.7 -7.0 -0.511
O -5.97966 -2.76713 21.38193 0.7 1.4 4.9 0.078
O -5.61424 -1.39188 23.22968 -0.2 -1.1 -0.5 0.109
H -7.54478 -0.52550 25.30672 -0.3 -0.3 -0.2 0.082
H -6.37804 0.48474 24.60095 0.6 0.0 0.2 0.094
H -6.18509 -0.20336 26.27569 0.5 0.1 -0.2 0.087
H -4.80259 -1.56404 25.10207 0.5 -0.1 -0.4 0.143
H -7.29889 -3.13134 25.13299 0.0 0.4 0.4 0.136
H -5.64743 -3.64684 25.38481 0.2 0.0 -0.3 0.135
C -14.43534 -11.80303 30.08704 -0.5 0.4 0.1 -0.025
C -14.33395 -11.73760 28.54861 -1.8 -0.1 2.5 -0.332
C -15.39841 -10.78207 27.91305 0.0 -0.8 -0.9 -0.056
O -14.59745 -9.89578 27.09742 -0.8 -0.9 1.0 0.089
C -13.34537 -10.05298 27.49120 3.5 1.7 -1.0 -0.547
O -12.45890 -9.29691 27.14907 -1.2 -1.3 0.7 0.133
O -13.11297 -11.15249 28.28281 0.3 1.4 -1.7 0.078
H -15.44011 -12.10285 30.38476 0.0 -0.3 0.1 0.082
H -14.28062 -10.81554 30.52181 -0.2 0.4 -0.3 0.087
H -13.68146 -12.38108 30.62147 -0.1 -0.6 -0.6 0.083
H -14.44277 -12.73779 28.12924 0.3 0.0 -0.2 0.148
H -16.05523 -10.18799 28.54846 0.4 -0.1 0.4 0.133
H -16.02981 -11.37595 27.25219 -0.1 0.2 -0.1 0.127
C 1.08553 -11.14118 20.43621 -0.3 0.2 -1.1 -0.004
C 1.57615 -11.47879 19.00762 -0.9 2.6 0.9 -0.291
C 1.80424 -12.88478 18.73052 0.9 -0.8 -1.8 -0.048
O 1.02301 -13.05047 17.47281 2.1 -4.7 1.4 0.108
C 0.25625 -12.06748 17.21968 -3.0 2.5 -3.3 -0.642
O -0.54183 -11.95087 16.27268 2.0 -0.9 2.5 0.093
O 0.51218 -11.09188 18.05113 0.4 1.5 2.0 0.095
H 0.54421 -10.21652 20.23602 -0.1 0.1 0.7 0.087
H 1.83064 -11.00257 21.21960 0.3 0.1 -0.4 0.087
H 0.39700 -11.90311 20.80158 -0.2 0.0 -0.2 0.084
H 2.42999 -10.86101 18.72941 0.0 0.1 0.1 0.157
H 1.61820 -13.51171 19.60256 -1.0 -0.5 -0.6 0.137
H 2.85316 -13.03358 18.47415 -0.1 -0.3 -0.2 0.138
C -3.00949 -17.83567 18.98621 -0.5 1.5 1.1 -0.023
C -3.02299 -16.28815 18.80052 -2.0 -1.1 0.6 -0.255
C -4.12619 -15.75725 17.90823 -0.8 1.5 1.6 -0.013
O -5.05497 -15.03322 18.86417 -1.1 -0.4 -1.9 0.066
C -4.55924 -14.96870 20.07147 -1.0 1.4 3.0 -0.599
O -5.01486 -14.39995 21.09644 1.2 -1.8 -3.8 0.074
O -3.43770 -15.64308 20.07749 3.9 -1.4 0.5 0.075
H -3.83132 -18.17153 19.61858 -0.4 0.1 -0.3 0.086
H -2.14466 -18.01258 19.62564 0.4 -0.6 -0.7 0.084
H -3.08428 -18.30987 18.00763 0.6 -0.2 0.2 0.087
H -2.05338 -16.09528 18.34142 0.2 1.1 1.0 0.147
H -4.66191 -16.58647 17.44615 -0.2 0.7 -0.4 0.133
H -3.78096 -14.89505 17.33770 -0.1 -0.7 -0.8 0.140
```
Positions in Å, forces in eV/Å.

The calculation puts the HOMO-LUMO gap at 0.364 Ha. Its total charge is 0. The spin multiplicity is 1. The SMILES is C[C@H]1COC(=O)O1.C[C@H]1COC(=O)O1.C[C@H]1COC(=O)O1.C[C@H]1COC(=O)O1.C[C@H]1COC(=O)O1.C[C@H]1COC(=O)O1.C[C@H]1COC(=O)O1.C[C@H]1COC(=O)O1.C[C@H]1COC(=O)O1.C[C@H]1COC(=O)O1.C[C@H]1COC(=O)O1.C[C@H]1COC(=O)O1. The calculation puts the total energy at -124647.3931 eV.

***

In kcal per mole, the energy relative to the best compared isomer or geometry (same formula, charge and spin) values for the records above are, in order, 17.1; 278.9.
In Eh, the HOMO energy values for the records above are, in order, -0.1642; -0.3647.